{"formula": "C31H35N4ScSe4", "method": "ωB97M-V with the def2-TZVPD basis set", "energy_ha": -11787.90548, "lumo_ev": -1.1, "homo_ha": -0.223, "mol_weight_g_mol": 824.445, "charge": 0, "relative_energy_kj_mol": 49.0, "species": ["C", "C", "H", "C", "Se", "C", "H", "Se", "H", "H", "C", "C", "H", "H", "C", "H", "H", "H", "C", "C", "C", "H", "H", "C", "C", "H", "C", "C", "H", "C", "H", "C", "C", "C", "H", "C", "H", "C", "H", "N", "C", "C", "H", "H", "C", "H", "H", "H", "Sc", "H", "C", "H", "Se", "H", "C", "N", "C", "C", "H", "Se", "H", "N", "H", "H", "H", "N", "H", "C", "C", "H", "C", "C", "H", "H", "H"], "positions_angstrom": [[-0.590, -4.639, -0.121], [-0.145, 3.624, 1.698], [-0.181, 4.476, 2.376], [-1.587, 2.536, -3.028], [1.969, 1.502, -2.774], [1.930, -2.360, -2.160], [0.691, 0.816, 6.496], [4.005, 0.206, -0.400], [-3.849, -0.876, -0.805], [-0.225, 6.131, 0.727], [2.129, -1.695, -0.940], [-1.155, 3.534, -1.990], [3.520, 1.395, 4.221], [-3.653, -0.703, 0.931], [-0.144, -2.885, 1.631], [-0.859, 1.725, -3.116], [-0.742, 6.875, -1.571], [-0.782, -0.814, -3.000], [-1.487, -1.647, -3.064], [-3.197, 1.827, 0.017], [-0.481, 5.405, -0.034], [-3.027, -2.150, 0.106], [-1.550, -4.339, -3.348], [2.336, -3.671, -2.380], [0.274, 0.497, 3.921], [1.466, -1.833, -2.990], [0.294, 0.364, 2.553], [3.168, -3.774, -0.142], [0.665, -2.149, 1.614], [-1.116, 4.891, -2.286], [-3.581, 1.602, 1.015], [-1.204, -2.697, -2.025], [-0.490, 4.056, 0.303], [1.449, 0.877, 4.581], [2.992, -2.003, 1.018], [-0.808, 3.135, -0.696], [-3.937, 1.468, -0.700], [-0.971, -5.015, -1.398], [-0.639, 0.305, 4.471], [1.369, 0.570, 1.778], [-0.515, -3.299, 0.239], [-1.277, -4.048, -2.340], [-0.832, 2.864, 2.074], [-2.497, -1.233, -2.968], [2.767, -2.458, 0.057], [3.668, -4.315, 0.655], [-1.405, -2.075, -4.062], [0.861, 3.201, 1.733], [1.287, 0.325, -0.544], [-2.563, 2.106, -2.787], [-1.882, 1.138, -0.185], [-1.358, 5.214, -3.292], [4.554, 2.466, -0.377], [2.174, -4.134, -3.349], [-3.169, -1.077, 0.027], [1.488, 1.033, 5.929], [2.950, -4.390, -1.366], [-0.774, 5.822, -1.321], [-0.996, -2.445, 2.160], [2.362, 2.938, -0.970], [-0.332, -5.394, 0.613], [-0.758, -0.941, -0.434], [3.361, 1.081, 1.797], [-0.613, 0.065, 2.044], [2.351, 1.246, 6.392], [-0.777, 1.722, -0.432], [-3.094, 2.902, -0.085], [-0.824, -2.349, -0.730], [2.575, 1.099, 3.783], [3.269, -5.412, -1.531], [2.495, 0.939, 2.419], [-1.868, -0.368, -0.183], [-1.013, -6.063, -1.664], [-1.673, 3.019, -4.000], [0.201, -3.743, 2.206]], "mulliken_charge": [-0.707, -0.714, 0.514, -1.156, -0.536, -0.497, 0.196, -0.328, 0.356, 0.454, 0.738, 1.576, 0.364, 0.513, -1.090, -0.011, 0.414, 0.088, -1.608, -2.088, -1.137, 0.456, 0.458, -0.805, -0.808, 0.445, -0.403, -0.865, -0.082, -1.108, 0.414, 0.983, 1.499, 0.582, 0.330, -2.194, 0.411, -1.098, 0.421, 1.719, 1.308, -0.976, 0.186, 0.294, -0.121, 0.438, 0.550, -0.058, -0.026, 0.225, 0.448, 0.437, -0.352, 0.408, -1.977, -0.456, -0.550, -1.021, 0.232, -0.170, 0.398, 2.223, 0.078, 0.180, 0.191, 2.239, 0.447, -1.170, -0.904, 0.379, -0.627, 0.671, 0.386, 0.498, 0.497]}



{"formula": "C3H3N2O", "method": "ωB97M-V with the def2-TZVPD basis set", "energy_ha": -300.36467, "lumo_ev": [-6.3, -6.7], "homo_ha": [-0.570, -0.554], "mol_weight_g_mol": 83.070, "charge": 1, "relative_energy_kj_mol": 537.5, "species": ["H", "C", "C", "H", "H", "C", "N", "N", "O"], "positions_angstrom": [[-0.872, 1.240, 1.077], [-0.032, -0.601, -1.294], [0.137, -1.678, 0.338], [-0.537, 1.215, -1.264], [1.068, 1.231, 1.092], [0.092, 0.664, 0.753], [0.040, -1.824, -1.111], [-0.063, 0.532, -0.690], [0.167, -0.780, 1.099]], "nbo_charge": [0.264, 0.613, 0.753, 0.475, 0.271, 0.070, -0.430, -0.633, -0.383]}



{"formula": "C3H14As2B2F12OSn", "method": "ωB97M-V with the def2-TZVPD basis set", "energy_ha": -6131.69594, "lumo_ev": -2.0, "homo_ha": -0.171, "mol_weight_g_mol": 584.299, "charge": -2, "relative_energy_kj_mol": 656.3, "species": ["F", "H", "H", "F", "F", "C", "H", "H", "C", "F", "H", "H", "C", "F", "H", "H", "B", "H", "H", "H", "F", "Sn", "H", "As", "F", "H", "F", "F", "B", "F", "H", "F", "F", "O", "As"], "positions_angstrom": [[-6.268, -24.564, -10.348], [-4.224, -28.645, -4.642], [-3.530, -29.190, -3.184], [-6.469, -22.145, -11.237], [-1.748, -17.949, 2.780], [-5.191, -27.978, -2.714], [-5.973, -27.652, -0.870], [-8.971, -22.935, 0.256], [-4.497, -28.986, -3.643], [-5.473, -23.740, -8.093], [-10.704, -19.155, -4.740], [-4.632, -28.926, -0.808], [-5.495, -28.516, -1.332], [-1.107, -17.057, 0.475], [-5.047, -29.923, -3.732], [-9.701, -20.480, -4.264], [-9.681, -19.439, -4.547], [-9.064, -19.305, -5.422], [-8.937, -21.197, 0.409], [-7.422, -22.074, 0.495], [-4.158, -23.036, -10.291], [-5.027, -21.174, -3.630], [-9.266, -18.806, -3.778], [-5.885, -22.942, -9.718], [-7.539, -22.797, -9.226], [-6.250, -29.263, -1.581], [-4.207, -17.821, 2.080], [-2.600, -19.174, 0.704], [-8.472, -22.111, 0.742], [-5.455, -21.424, -8.819], [-8.628, -22.211, 1.805], [-3.439, -17.069, -0.343], [-2.775, -15.756, 1.823], [-5.516, -26.872, -3.062], [-2.616, -17.441, 1.258]], "nbo_charge": [-0.625, 0.237, 0.219, -0.628, -0.633, 0.604, 0.249, -0.006, -0.727, -0.657, 0.046, 0.227, -0.727, -0.622, 0.224, 0.038, -0.699, -0.001, 0.052, 0.005, -0.623, 1.252, 0.016, 2.792, -0.620, 0.228, -0.622, -0.643, -0.688, -0.638, -0.015, -0.645, -0.623, -0.533, 2.789]}



{"formula": "C22H41ClF3INO10PS3", "method": "ωB97M-V with the def2-TZVPD basis set", "energy_ha": -4263.40514, "smiles": "CC[C@]1(C[C@@H](C)I)C(=O)N[C@](CCC(F)=C(F)F)(P(=O)(O)O)[C@@]1(Cl)CCCS.CCOS(C)(=O)=O.CCOS(C)(=O)=O", "lumo_ev": -0.6, "homo_ha": -0.335, "mol_weight_g_mol": 826.093, "charge": 0, "species": ["H", "H", "C", "C", "C", "H", "H", "S", "H", "N", "H", "H", "O", "C", "C", "H", "H", "H", "H", "H", "O", "H", "C", "H", "C", "H", "H", "H", "H", "H", "H", "C", "H", "C", "P", "C", "O", "H", "H", "H", "O", "C", "H", "I", "H", "H", "O", "O", "C", "O", "S", "H", "C", "O", "H", "H", "H", "H", "C", "C", "F", "C", "C", "C", "H", "H", "Cl", "F", "O", "C", "S", "H", "F", "H", "O", "H", "H", "C", "H", "C", "H", "C", "H"], "positions_angstrom": [[-3.289, 2.471, -1.933], [0.653, -0.109, -4.725], [-4.376, -2.399, -0.932], [-1.007, 0.912, -2.399], [0.633, 0.321, 5.014], [1.856, 4.234, 6.854], [-0.080, 0.879, 0.436], [-3.956, 4.540, -2.893], [-0.011, -0.271, 4.368], [0.250, -0.971, -1.518], [2.463, -2.315, 0.940], [-2.716, 2.700, -4.898], [4.563, -0.319, 2.914], [-0.258, 4.467, 7.143], [-3.513, 2.766, -2.951], [-0.972, -0.323, 1.459], [-1.037, -1.405, -5.409], [-1.770, -1.249, -3.843], [6.907, -3.081, 1.609], [0.672, -0.124, 6.005], [0.130, 2.574, 3.848], [-0.322, 3.923, 8.085], [6.274, -2.701, 2.409], [3.262, -0.770, 0.497], [-0.880, -1.612, -4.350], [-5.051, 4.556, -2.118], [-3.640, -2.757, -0.219], [-1.192, 4.305, 6.608], [0.971, 4.483, 5.358], [-4.362, 2.210, -3.334], [1.208, -1.483, -3.849], [-0.273, -3.795, -3.158], [-1.215, 1.385, 1.643], [-1.020, 0.608, 0.903], [1.935, 0.816, -2.377], [2.789, -1.339, 1.293], [-1.360, 1.846, 5.710], [-2.845, -2.445, -2.442], [-0.167, 5.534, 7.353], [-1.710, 3.570, -3.805], [4.984, -2.474, 1.808], [-1.939, 0.022, -1.503], [5.730, -4.624, 3.219], [-5.091, -2.008, -3.826], [3.601, 0.190, -3.539], [-4.939, -3.276, -1.242], [2.115, 2.088, -3.348], [2.245, 1.114, -0.983], [-2.313, 2.670, -3.884], [3.328, -2.358, 3.630], [-0.064, 1.928, 5.110], [-0.630, 1.525, -4.447], [-3.683, -1.823, -2.162], [0.948, 2.562, 6.161], [0.781, -1.811, -1.684], [7.226, -3.939, 3.888], [1.798, 1.875, -4.236], [-2.489, 1.694, -0.153], [0.250, 0.016, -2.595], [-2.213, 0.647, -0.078], [0.998, -3.756, -2.735], [6.219, -3.705, 3.543], [-1.486, 1.385, -3.792], [-0.754, -3.085, -4.222], [-2.077, 0.606, -4.268], [1.626, 0.410, 4.581], [-0.499, 2.462, -1.591], [-1.023, -4.646, -2.459], [-1.377, -2.139, -0.464], [0.376, -0.793, -3.921], [3.942, -1.570, 2.604], [1.943, -0.786, 1.697], [-1.241, -3.814, -5.269], [6.701, -1.752, 2.738], [3.019, -0.260, -2.917], [5.653, -3.317, 4.389], [-4.109, 0.106, -1.406], [-1.055, -1.161, -1.102], [-3.008, 0.088, 0.404], [-3.347, -0.320, -2.050], [-5.097, -1.712, -0.501], [0.932, 3.993, 6.332], [-3.526, 0.121, -3.021]], "mulliken_charge": [-0.279, 0.531, -1.409, 1.803, -0.909, 0.275, 0.082, -0.248, 0.351, 0.292, 0.404, 0.521, -0.670, -0.991, 0.424, 0.344, 0.517, -0.533, 0.267, 0.411, -0.626, 0.264, -0.368, 0.321, 0.114, 0.150, 0.218, 0.297, 0.311, 0.326, 0.993, 0.233, 0.409, -1.008, 0.614, -0.733, -0.643, -0.141, 0.393, 0.694, -0.250, 3.256, 0.257, 0.026, 0.334, 0.567, -0.602, -0.651, -1.856, -0.638, 1.248, 0.328, 0.192, -0.277, 0.593, 0.391, 0.385, 0.281, 0.633, -1.327, -0.207, -0.996, -1.399, 0.139, 0.492, 0.230, -0.112, -0.230, -0.660, -1.744, 1.180, 0.164, -0.335, 0.344, -0.599, 0.306, 0.982, -2.152, 0.773, -2.192, 0.353, -0.327, 0.098]}